# C36H41N3P2RuS2

A molecular structure, C36H41N3P2RuS2 at a distorted geometry (ωB97M-V/def2-TZVPD, the Open Molecules 2025 dataset).

Structure (ORCA input):
```
! RIJCOSX wB97M-V def2-TZVPD def2/J DEFGRID3
* xyz 1 6
Ru -0.102 -0.014 0.300
S -1.133 2.216 0.421
P -2.051 1.189 -1.115
C -1.835 -0.493 -1.437
P -0.588 -1.532 -2.036
S 1.047 -1.945 -0.893
C -1.533 -3.080 -2.234
C -1.053 -4.301 -1.778
C -1.852 -5.433 -1.863
C -3.126 -5.347 -2.402
C -3.599 -4.133 -2.883
C -2.807 -3.000 -2.799
C -0.018 -1.018 -3.683
C -0.926 -0.423 -4.555
C -0.524 -0.081 -5.835
C 0.777 -0.332 -6.245
C 1.681 -0.924 -5.374
C 1.289 -1.266 -4.089
C -1.665 2.142 -2.605
C -2.668 2.498 -3.500
C -2.331 3.183 -4.658
C -1.005 3.495 -4.921
C -0.004 3.126 -4.031
C -0.332 2.450 -2.870
C -3.826 1.318 -0.761
C -4.645 0.195 -0.842
C -5.985 0.291 -0.499
C -6.510 1.506 -0.082
C -5.696 2.629 -0.009
C -4.355 2.537 -0.341
H -0.057 -4.363 -1.358
H -1.478 -6.383 -1.506
H -3.753 -6.227 -2.456
H -4.586 -4.067 -3.322
H -3.172 -2.053 -3.176
H -1.939 -0.217 -4.231
H -1.227 0.388 -6.511
H 1.087 -0.067 -7.248
H 2.697 -1.119 -5.693
H 1.995 -1.716 -3.404
H -3.700 2.246 -3.289
H -3.106 3.475 -5.355
H -0.750 4.036 -5.824
H 1.028 3.370 -4.245
H 0.437 2.165 -2.161
H -4.228 -0.748 -1.177
H -6.622 -0.582 -0.561
H -7.556 1.578 0.184
H -6.108 3.573 0.321
H -3.711 3.405 -0.275
C 2.922 1.327 4.464
C 3.674 0.880 3.200
C 4.706 1.939 2.786
C 4.358 -0.480 3.431
C 2.704 0.711 2.123
N 1.942 0.569 1.276
H 3.646 1.518 5.255
H 2.234 0.553 4.805
H 2.356 2.242 4.284
H 5.436 2.052 3.587
H 4.230 2.904 2.613
H 5.231 1.642 1.879
H 5.132 -0.362 4.189
H 4.821 -0.847 2.515
H 3.640 -1.223 3.777
C -0.278 -1.823 2.862
C -1.032 -2.665 3.937
N -2.467 -2.559 3.725
C -2.872 -1.161 3.778
C -2.187 -0.372 2.625
N -1.261 -1.276 1.906
C -2.025 -2.391 1.310
C -2.818 -3.123 2.429
H 0.438 -2.432 2.306
H 0.256 -0.986 3.314
H -0.799 -2.312 4.942
H -0.749 -3.716 3.875
H -2.591 -0.756 4.752
H -3.957 -1.105 3.690
H -1.617 0.478 3.000
H -2.920 0.003 1.909
H -1.316 -3.056 0.817
H -2.691 -1.982 0.549
H -2.592 -4.189 2.434
H -3.893 -3.007 2.284
*
```

Expectation value of S²: 8.773
Energy above the lowest of the compared OMol25 structures with the same formula, charge and spin, eV: 0.585
Highest occupied orbital energy (alpha / beta), eV: -9.7 / -10.7
Kohn-Sham gap (alpha / beta), eV: 8.0 / 6.5

Atom charges from the Mulliken analysis, given in e for atoms 1 to 4: atom 1 (Ru): 0.231, atom 2 (S): -0.584, atom 3 (P): 2.602, atom 4 (C): -1.324

# C4H8FN2O2

A gas-phase ion, C4H8FN2O2 (charge +1) at a distorted geometry (ωB97M-V/def2-TZVPD, the Open Molecules 2025 dataset).

Structure (ORCA input):
```
! RIJCOSX wB97M-V def2-TZVPD def2/J DEFGRID3
* xyz 1 1
N 2.178 0.893 0.754
C 1.741 -0.305 -0.125
O 1.769 -1.426 0.580
C 0.284 -0.046 -0.832
F 0.431 -0.033 -2.167
C -0.882 -0.173 -0.227
N -2.142 0.016 -0.818
C -3.195 0.114 0.084
O -3.007 0.059 1.251
H 2.321 1.854 0.255
H 3.040 0.726 1.269
H 1.419 0.896 1.396
H 2.452 -0.334 -0.911
H 0.989 -1.744 1.056
H -0.950 -0.621 0.743
H -2.249 -0.038 -1.870
H -4.198 0.164 -0.439
*
```

Energy above the lowest of the compared OMol25 structures with the same formula, charge and spin, eV: 0.336
Highest occupied orbital energy, eV: -13.1
Kohn-Sham gap, eV: 9.3
SMILES: [NH3+][C@@H](O)/C(F)=C/NC=O

Atom charges from the natural (NBO) analysis, given in e for atoms 1 to 4: atom 1 (N): -0.714, atom 2 (C): 0.232, atom 3 (O): -0.670, atom 4 (C): 0.280

# C12H12BF2NNaOS

A molecular structure, C12H12BF2NNaOS (ωB97M-V/def2-TZVPD, the Open Molecules 2025 dataset).

Structure (ORCA input):
```
! RIJCOSX wB97M-V def2-TZVPD def2/J DEFGRID3
* xyz -1 1
Na 1.136 -1.349 -0.068
S -0.326 2.858 -1.962
C -0.683 1.845 -3.285
C -0.189 0.584 -3.081
C 0.515 0.340 -1.852
C 0.509 1.537 -1.162
C 1.117 1.814 0.149
C 1.152 3.112 0.687
C 1.736 3.326 1.918
C 2.281 2.253 2.609
C 2.203 1.006 2.010
N 1.645 0.788 0.829
H -1.230 2.211 -4.142
H -0.324 -0.183 -3.839
H 0.732 3.944 0.140
H 1.765 4.328 2.333
H 2.750 2.368 3.576
H 2.602 0.124 2.501
F 1.480 -4.249 2.142
B 2.168 -3.393 1.304
F 3.500 -3.713 1.459
C -3.421 -1.568 0.585
C -2.010 -1.750 0.072
C -1.766 -2.466 -1.229
O -1.076 -1.316 0.706
H -4.182 -1.881 -0.126
H -3.559 -0.520 0.846
H -3.522 -2.154 1.500
H -2.675 -2.820 -1.708
H -1.096 -3.307 -1.034
H -1.231 -1.767 -1.879
*
```

Energy above the lowest of the compared OMol25 structures with the same formula, charge and spin, eV: 0.000
Highest occupied orbital energy, eV: -3.3
Kohn-Sham gap, eV: 5.7

Atom charges from the natural (NBO) analysis, given in e for atoms 1 to 4: atom 1 (Na): 0.673, atom 2 (S): 0.294, atom 3 (C): -0.450, atom 4 (C): -0.315

# C31H79F3O17S

12 unconnected molecules or ions with the total composition C31H79F3O17S at a distorted geometry (ωB97M-V/def2-TZVPD, the Open Molecules 2025 dataset).

Structure (ORCA input):
```
! RIJCOSX wB97M-V def2-TZVPD def2/J DEFGRID3
* xyz 0 1
C 1.534 -0.541 4.768
C 1.961 -1.541 3.562
C 1.294 -2.971 3.910
C 0.315 -3.548 2.777
C -0.932 -2.612 2.410
C -1.684 -1.957 3.660
O -2.270 -0.690 3.160
C -3.523 -0.438 3.775
O -4.492 -0.170 3.027
O 1.756 -0.978 2.228
S 3.000 -1.505 1.199
O 2.604 -2.371 0.035
O 3.769 -0.389 0.545
O 3.889 -2.461 2.284
C 3.538 -1.859 3.574
C 4.595 -0.655 3.756
F 4.134 0.614 3.345
F 5.716 -0.944 2.910
F 5.082 -0.675 5.085
H 1.374 -1.103 5.757
H 2.323 0.258 4.983
H 0.586 0.016 4.427
H 2.113 -3.743 4.082
H 0.677 -2.939 4.886
H 0.951 -3.644 1.816
H 0.031 -4.632 3.060
H -0.689 -1.807 1.620
H -1.707 -3.297 1.893
H -1.011 -1.662 4.531
H -2.553 -2.580 4.060
H -3.630 -0.427 4.919
H 3.927 -2.622 4.347
C -7.140 -0.761 1.134
C -8.461 -1.422 0.796
O -9.348 -1.347 1.906
H -6.680 -1.243 2.000
H -6.448 -0.817 0.291
H -7.289 0.290 1.397
H -8.311 -2.477 0.555
H -8.933 -0.935 -0.064
H -9.484 -0.412 2.107
C 5.789 2.470 0.141
C 6.827 2.924 1.149
O 6.216 3.721 2.159
H 5.300 3.331 -0.321
H 6.247 1.862 -0.643
H 5.007 1.883 0.630
H 7.595 3.528 0.661
H 7.312 2.065 1.624
H 5.544 3.177 2.591
C -2.694 3.567 1.021
C -2.270 3.748 2.465
O -2.963 2.827 3.300
H -3.772 3.719 0.915
H -2.174 4.273 0.370
H -2.481 2.550 0.680
H -2.505 4.758 2.808
H -1.194 3.586 2.579
H -2.743 1.936 2.995
C 1.671 0.771 -3.022
C 3.077 0.575 -3.555
O 4.031 0.851 -2.538
H 1.537 1.795 -2.664
H 0.927 0.568 -3.796
H 1.484 0.108 -2.172
H 3.267 1.253 -4.390
H 3.222 -0.452 -3.905
H 3.862 0.240 -1.806
C 6.059 7.369 2.419
C 6.497 7.549 3.858
O 5.818 6.623 4.697
H 4.980 7.515 2.325
H 6.570 8.078 1.763
H 6.274 6.353 2.075
H 6.261 8.557 4.207
H 7.575 7.391 3.961
H 6.039 5.734 4.387
C 6.462 -3.738 -1.782
C 5.136 -4.411 -2.076
O 4.275 -4.315 -0.949
H 6.943 -4.201 -0.916
H 7.136 -3.809 -2.639
H 6.314 -2.682 -1.538
H 5.285 -5.470 -2.298
H 4.643 -3.944 -2.936
H 4.139 -3.374 -0.764
C -5.385 -2.463 -2.235
C -4.278 -1.448 -2.027
O -3.038 -1.981 -2.474
H -5.166 -3.386 -1.692
H -6.345 -2.070 -1.890
H -5.473 -2.728 -3.292
H -4.178 -1.203 -0.967
H -4.484 -0.524 -2.577
H -3.132 -2.188 -3.416
C -3.494 -5.442 -6.264
C -4.291 -4.235 -5.811
O -3.455 -3.337 -5.088
H -3.060 -5.959 -5.405
H -4.126 -6.142 -6.815
H -2.663 -5.137 -6.907
H -5.106 -4.541 -5.152
H -4.719 -3.705 -6.667
H -2.741 -3.063 -5.679
C -2.824 5.781 -3.746
C -3.245 5.067 -2.477
O -3.331 5.990 -1.398
H -1.857 6.270 -3.609
H -2.750 5.081 -4.582
H -3.544 6.564 -4.007
H -2.514 4.301 -2.209
H -4.220 4.584 -2.605
H -3.986 6.659 -1.638
C -1.378 4.869 -8.027
C -1.188 6.055 -7.103
O -0.326 5.704 -6.028
H -1.800 4.021 -7.481
H -2.043 5.121 -8.856
H -0.418 4.539 -8.435
H -2.146 6.368 -6.681
H -0.754 6.905 -7.640
H 0.521 5.437 -6.410
C -1.543 -7.817 3.664
C -0.508 -7.366 4.675
O -1.122 -6.568 5.681
H -2.028 -6.954 3.200
H -1.085 -8.427 2.882
H -2.330 -8.402 4.150
H 0.264 -6.765 4.190
H -0.026 -8.225 5.153
H -1.797 -7.109 6.111
*
```

Highest occupied orbital energy, eV: -9.7
Kohn-Sham gap, eV: 9.5
SMILES: C[C@@]1(CCCCOC=O)OS(=O)(=O)O[C@H]1C(F)(F)F.CCO.CCO.CCO.CCO.CCO.CCO.CCO.CCO.CCO.CCO.CCO

Atom charges from the Mulliken analysis, given in e for atoms 1 to 4: atom 1 (C): -1.534, atom 2 (C): 1.754, atom 3 (C): -1.193, atom 4 (C): -0.374

# C17H16N4OS

A molecular structure, C17H16N4OS at a distorted geometry (ωB97M-V/def2-TZVPD, the Open Molecules 2025 dataset).

Structure (ORCA input):
```
! RIJCOSX wB97M-V def2-TZVPD def2/J DEFGRID3
* xyz 0 1
C 3.629 -0.307 2.950
H 4.355 -0.395 2.157
H 3.157 -1.111 3.240
H 4.121 0.389 3.684
S 2.521 0.811 2.161
C 1.909 -0.522 0.982
N 2.519 -1.743 0.981
C 2.163 -2.357 -0.348
C 2.885 -3.590 -0.539
C 2.584 -4.329 -1.505
C 1.522 -4.100 -2.623
C 0.936 -2.890 -2.456
C 1.225 -1.906 -1.099
C 0.268 -0.879 -0.832
N 0.890 0.012 0.091
N -0.780 -0.511 -1.284
N -1.156 0.906 -0.772
C -2.377 1.027 -0.193
O -3.468 0.445 -0.461
C -2.466 2.274 0.504
C -3.475 3.175 0.377
C -3.660 4.137 1.164
C -2.598 4.676 1.856
C -1.441 3.797 2.014
C -1.296 2.859 0.945
H -0.484 2.217 1.298
H -0.407 4.328 2.676
H -2.650 5.668 2.329
H -4.470 4.840 1.209
H -4.427 2.819 -0.050
H -0.469 1.417 -0.743
C -1.565 -1.030 -2.360
H -2.724 -0.710 -2.130
H -1.273 -0.869 -3.257
H -1.598 -2.159 -2.031
H 0.021 -2.592 -3.175
H 1.528 -4.464 -3.483
H 2.992 -5.448 -1.529
H 3.559 -3.885 0.252
*
```

Energy above the lowest of the compared OMol25 structures with the same formula, charge and spin, eV: 12.637
Highest occupied orbital energy, eV: -8.4
Kohn-Sham gap, eV: 8.2

Atom charges from the natural (NBO) analysis, given in e for atoms 1 to 4: atom 1 (C): -0.719, atom 2 (H): 0.230, atom 3 (H): 0.221, atom 4 (H): 0.220

# ClHN2O2

A single ClHN2O2 molecule at a distorted geometry (ωB97M-V/def2-TZVPD, the Open Molecules 2025 dataset).

Structure (ORCA input):
```
! RIJCOSX wB97M-V def2-TZVPD def2/J DEFGRID3
* xyz 0 1
O -0.583 1.909 0.283
N -1.474 1.133 -0.046
O -2.645 1.271 -0.119
N -0.952 -0.092 -0.346
Cl -1.713 -1.503 0.073
H 0.145 0.090 -0.257
*
```

Energy above the lowest of the compared OMol25 structures with the same formula, charge and spin, eV: 1.354
Highest occupied orbital energy, eV: -10.5
Kohn-Sham gap, eV: 10.4
SMILES: O=[N+]([O-])NCl

Atom charges from the natural (NBO) analysis, given in e for atoms 1 to 4: atom 1 (O): -0.418, atom 2 (N): 0.627, atom 3 (O): -0.342, atom 4 (N): -0.519

# C3H5NO2

A single C3H5NO2 molecule (ωB97M-V/def2-TZVPD, the Open Molecules 2025 dataset).

Structure (ORCA input):
```
! RIJCOSX wB97M-V def2-TZVPD def2/J DEFGRID3
* xyz 0 1
H -0.369 -2.069 0.705
N 0.333 -1.333 0.685
C -0.162 -0.261 0.252
C -1.562 0.054 -0.189
O 0.634 0.870 0.207
C 1.947 0.769 -0.157
O 2.396 0.019 -0.968
H -1.596 0.143 -1.280
H -1.887 1.008 0.233
H -2.250 -0.734 0.125
H 2.516 1.534 0.387
*
```

Energy above the lowest of the compared OMol25 structures with the same formula, charge and spin, eV: 0.950
Highest occupied orbital energy, eV: -10.5
Kohn-Sham gap, eV: 11.4
SMILES: [H]/N=C(\C)OC=O

Atom charges from the natural (NBO) analysis, given in e for atoms 1 to 4: atom 1 (H): 0.349, atom 2 (N): -0.646, atom 3 (C): 0.567, atom 4 (C): -0.695

# C26H61N9O9

9 unconnected molecules or ions with the total composition C26H61N9O9 at a distorted geometry (ωB97M-V/def2-TZVPD, the Open Molecules 2025 dataset).

Structure (ORCA input):
```
! RIJCOSX wB97M-V def2-TZVPD def2/J DEFGRID3
* xyz 0 1
C -2.437 -0.422 19.064
N -2.483 -1.614 18.117
C -2.309 -2.875 18.453
C -2.266 -3.983 17.333
O -2.368 -3.233 19.596
H -1.395 -0.116 18.964
H -2.531 -0.631 20.130
H -3.081 0.403 18.762
H -2.248 -1.320 17.180
H -2.358 -3.740 16.274
H -3.175 -4.518 17.605
H -1.326 -4.535 17.335
C 2.417 2.065 14.338
N 2.650 1.809 15.814
C 1.694 1.101 16.491
C 1.793 1.192 17.939
O 0.671 0.605 16.011
H 1.583 1.599 13.813
H 3.257 1.646 13.785
H 2.253 3.132 14.190
H 3.366 2.230 16.388
H 2.827 1.359 18.240
H 1.596 0.184 18.304
H 1.071 1.871 18.391
C -3.449 6.541 23.787
N -2.276 6.398 22.984
C -2.259 6.640 21.699
C -0.972 6.483 21.042
O -3.253 6.924 20.958
H -4.400 6.821 23.335
H -3.174 7.286 24.533
H -3.554 5.570 24.272
H -1.483 5.874 23.326
H -0.365 5.696 21.490
H -0.379 7.366 21.280
H -1.124 6.217 19.996
C 2.825 3.930 20.845
N 3.770 4.993 20.544
C 3.459 6.318 20.670
C 4.574 7.357 20.558
O 2.238 6.653 20.720
H 2.405 3.607 19.893
H 2.120 4.225 21.622
H 3.348 3.072 21.269
H 4.678 4.848 20.128
H 4.253 8.027 19.760
H 5.550 6.888 20.431
H 4.697 7.929 21.478
C 1.131 3.616 25.205
N 1.156 4.574 26.298
C 0.341 5.641 26.246
C 0.512 6.554 27.510
O -0.549 5.889 25.443
H 0.114 3.519 24.827
H 1.426 2.641 25.593
H 1.830 3.940 24.433
H 1.861 4.504 27.017
H -0.315 6.703 28.205
H 0.627 7.565 27.118
H 1.291 6.176 28.171
C 0.629 -3.251 25.924
N 0.941 -2.221 24.957
C 0.281 -1.059 24.935
C 0.775 0.107 24.024
O -0.805 -0.949 25.573
H 1.473 -3.913 26.115
H -0.228 -3.854 25.622
H 0.355 -2.948 26.935
H 1.516 -2.414 24.149
H 0.234 1.048 24.125
H 0.570 -0.243 23.013
H 1.843 0.225 24.210
C -5.143 4.422 21.116
N -5.778 3.133 20.844
C -5.432 2.125 19.972
C -6.155 0.734 20.309
O -4.425 2.248 19.353
H -5.147 4.577 22.195
H -5.658 5.322 20.784
H -4.111 4.359 20.770
H -6.652 3.002 21.333
H -5.557 0.111 20.973
H -6.259 0.152 19.393
H -7.118 0.981 20.757
C -2.408 6.560 17.530
N -2.243 5.109 17.099
C -1.660 4.569 16.058
C -1.472 3.123 15.901
O -1.239 5.316 15.156
H -1.432 6.933 17.839
H -3.051 6.812 18.374
H -2.738 7.233 16.738
H -2.845 4.448 17.570
H -2.283 2.625 15.369
H -1.434 2.708 16.908
H -0.502 2.984 15.424
C -1.388 3.262 19.839
C -0.870 2.859 21.194
N -1.577 3.217 22.241
O 0.197 2.432 21.267
H -2.031 2.484 19.426
H -0.504 3.373 19.211
H -1.983 4.169 19.948
H -2.558 3.433 22.134
H -1.201 2.898 23.122
*
```

Energy above the lowest of the compared OMol25 structures with the same formula, charge and spin, eV: 3.234
Highest occupied orbital energy, eV: -8.7
Kohn-Sham gap, eV: 8.9
SMILES: CNC(C)=O.CNC(C)=O.CNC(C)=O.CNC(C)=O.CNC(C)=O.CNC(C)=O.CNC(C)=O.CNC(C)=O.CC(N)=O

Atom charges from the Mulliken analysis, given in e for atoms 1 to 4: atom 1 (C): -0.724, atom 2 (N): -0.161, atom 3 (C): 0.616, atom 4 (C): -1.015